No. 1
Entry from the OMol25 dataset: a 4-piece molecular cluster, C22H23O15PS overall at a distorted geometry (the ωB97M-V functional and the def2-TZVPD basis).

Calculated values
E_LUMO (eV): -1.412
SMILES string: O=C1C=C(O)C(=O)C=C1O.O=C1C=C(O)C(=O)C=C1O.O=C1C=C(O)C(=O)C=C1O.O=S(=O)(O)CCCCP
Highest occupied orbital energy (eV): -9.135
Electronic energy (Ha): -2720.1630
Charge: 0
HOMO-LUMO gap (eV): 7.72

Last column: natural (NBO) charge in e.
Cartesian coordinates (Å):
O  -3.271  -0.073  -2.440  -0.9421
S  -2.645  -1.226  -1.892  2.3523
O  -1.338  -0.883  -1.440  -0.9610
O  -3.455  -1.806  -0.643  -0.8431
C  -2.458  -2.431  -3.235  -0.6593
C  -3.213  -3.775  -3.027  -0.4006
C  -2.455  -4.816  -2.154  -0.4144
C  -1.754  -5.926  -3.020  -0.6683
P  -1.306  -7.346  -1.862  0.2617
H  -4.371  -2.022  -0.881  0.5093
H  -1.382  -2.617  -3.362  0.2555
H  -2.863  -1.972  -4.147  0.2595
H  -4.207  -3.539  -2.609  0.1968
H  -3.357  -4.209  -4.031  0.2183
H  -3.223  -5.339  -1.558  0.2058
H  -1.769  -4.366  -1.422  0.2207
H  -0.800  -5.509  -3.377  0.2306
H  -2.382  -6.256  -3.854  0.2274
H  -0.343  -6.715  -1.018  -0.0133
H  -2.447  -7.435  -1.007  -0.0232
C  3.264  -0.013  2.580  -0.4078
C  3.559  -0.778  1.523  0.3682
C  2.817  -0.648  0.228  0.4566
O  3.140  -1.357  -0.708  -0.5473
C  1.735  0.323  0.153  -0.3834
C  1.436  1.088  1.211  0.3156
C  2.195  0.978  2.498  0.4827
O  1.899  1.706  3.424  -0.5313
O  0.455  1.981  1.176  -0.6141
O  4.529  -1.695  1.563  -0.6465
H  3.795  -0.097  3.519  0.2402
H  1.196  0.394  -0.782  0.2586
H  0.444  2.395  2.059  0.5090
H  4.539  -2.105  0.676  0.5034
C  6.384  3.903  -0.782  -0.3808
C  5.842  4.641  0.193  0.3149
C  4.374  4.594  0.491  0.4716
O  3.936  5.270  1.401  -0.5306
C  3.534  3.735  -0.336  -0.3862
C  4.075  3.000  -1.315  0.3151
C  5.547  3.026  -1.594  0.4723
O  5.991  2.325  -2.482  -0.5306
O  3.335  2.207  -2.088  -0.6256
O  6.576  5.454  0.953  -0.6275
H  7.441  3.927  -1.004  0.2445
H  2.473  3.722  -0.124  0.2493
H  3.957  1.785  -2.711  0.5077
H  5.950  5.867  1.579  0.5059
C  -2.994  2.319  3.367  -0.3699
C  -4.293  2.609  3.509  0.3044
C  -5.346  1.911  2.704  0.4748
O  -6.514  2.199  2.885  -0.5381
C  -4.917  0.914  1.729  -0.4124
C  -3.618  0.626  1.584  0.3977
C  -2.569  1.304  2.409  0.4561
O  -1.407  0.989  2.245  -0.5362
O  -3.186  -0.276  0.702  -0.6667
O  -4.720  3.532  4.373  -0.6264
H  -2.226  2.815  3.944  0.2415
H  -5.686  0.431  1.142  0.2347
H  -2.212  -0.289  0.802  0.5187
H  -5.692  3.548  4.283  0.5054

Cartesian forces, eV/Å:
O -2.0 0.0 -0.4
S 1.3 1.6 -1.2
O 0.8 -1.3 1.3
O 0.1 -2.8 -3.0
C -0.7 -1.3 0.0
C 0.7 0.5 0.2
C -1.1 -0.5 -0.6
C 0.2 0.9 2.1
P 0.4 -0.8 -1.0
H 0.1 0.1 -0.1
H -0.3 0.3 0.2
H 0.2 0.3 0.5
H 0.3 -0.3 -0.2
H -0.2 0.2 0.4
H 0.3 0.2 -0.1
H -0.1 0.0 -0.4
H -0.3 -0.4 -0.3
H 0.2 0.0 0.3
H -0.7 0.2 0.0
H 0.4 0.5 -0.1
C -0.1 0.2 0.1
C 0.3 -0.1 0.5
C -0.6 0.4 -0.3
O 0.3 -0.2 0.2
C 0.2 -0.2 -0.1
C -0.3 0.0 -0.6
C 0.4 -0.3 0.3
O -0.2 0.2 -0.1
O 1.1 0.5 -0.1
O -0.2 0.0 -0.4
H 0.0 0.0 0.0
H 0.0 0.0 0.0
H -0.2 -0.1 0.0
H 0.0 0.0 0.0
C -0.1 -0.2 -0.2
C 0.6 0.0 -0.1
C -0.6 -0.3 -0.2
O 0.3 0.2 0.1
C 0.0 0.2 0.2
C -0.6 0.0 0.1
C 0.6 0.3 0.2
O -0.3 -0.2 -0.1
O 0.5 0.0 -0.1
O -0.5 0.0 0.1
H 0.0 0.0 0.0
H 0.0 0.0 0.0
H -0.1 -0.1 0.0
H 0.1 0.0 0.0
C 0.2 -0.1 -0.1
C 0.4 0.3 0.3
C -0.1 -0.5 -0.5
O 0.0 0.3 0.3
C -0.2 0.2 0.2
C -0.2 -0.2 -0.4
C 0.0 0.5 0.5
O -0.6 -0.6 0.3
O 0.4 2.7 2.8
O -0.4 -0.3 -0.3
H 0.0 0.0 0.0
H 0.0 0.0 0.0
H 0.1 -0.1 -0.2
H 0.0 0.0 0.1


No. 2
Entry from the OMol25 dataset: C22H24BrCl2N2O7PtS as an isolated structure at a distorted geometry (the ωB97M-V functional and the def2-TZVPD basis).

Calculated values
E_LUMO (spin up / spin down) (eV): 2.411 / 1.811
Highest occupied orbital energy (spin up / spin down) (eV): -2.283 / -5.501
Relative energy (zero: lowest compared OMol25 entry of this formula, charge and spin) (kcal/mol): 46.5
Electronic energy (Ha): -5500.7286
Multiplicity: 5
Charge: -1
HOMO-LUMO gap (spin up / spin down) (eV): 4.69 / 7.31

Last column: natural (NBO) charge in e.
Cartesian coordinates (Å):
Pt  -0.895  0.408  0.386  1.0535
O  5.372  -0.418  -3.223  -0.7188
C  4.276  -1.253  -3.534  -0.0738
C  3.143  -1.049  -2.564  -0.0149
C  1.924  -1.735  -2.777  -0.3478
C  0.894  -1.503  -1.895  0.0665
N  0.974  -0.682  -0.863  -0.5072
C  2.160  -0.051  -0.597  0.0942
C  3.257  -0.233  -1.478  -0.2520
C  2.227  0.745  0.573  0.1675
C  3.453  1.176  1.131  -0.2474
C  3.492  1.854  2.317  -0.0516
C  4.809  2.203  2.956  -0.0771
O  5.686  1.093  3.050  -0.7218
C  2.265  2.158  2.951  -0.3443
C  1.095  1.737  2.357  0.0784
N  1.050  1.038  1.233  -0.5835
H  6.057  -0.549  -3.885  0.4667
H  4.583  -2.312  -3.491  0.1636
H  3.919  -1.048  -4.557  0.1639
H  1.798  -2.401  -3.615  0.2024
H  -0.054  -2.009  -2.019  0.1991
H  4.181  0.296  -1.317  0.2224
H  4.377  0.919  0.637  0.2139
H  4.633  2.623  3.958  0.1572
H  5.345  2.947  2.357  0.1803
H  5.168  0.326  3.318  0.4677
H  2.247  2.699  3.883  0.2076
H  0.148  1.965  2.828  0.2078
O  -2.092  2.871  3.476  -0.9566
S  -2.242  1.981  2.360  2.5407
O  -3.911  1.785  2.240  -0.7310
O  -1.738  0.634  2.611  -0.9932
O  -1.836  2.547  1.087  -0.9803
Cl  -0.231  -1.952  1.857  0.0010
C  -0.985  -3.422  2.566  -0.3939
Cl  0.091  -4.810  2.463  -0.0428
H  -1.888  -3.666  2.010  0.2167
H  -1.195  -3.244  3.619  0.2194
Br  -3.828  -1.756  -5.327  -0.0091
C  -3.048  -1.116  -3.694  -0.0867
C  -3.144  -1.887  -2.553  -0.2540
C  -2.535  -1.437  -1.392  -0.2370
C  -1.846  -0.220  -1.338  -0.3430
C  -1.806  0.534  -2.515  -0.1840
C  -2.393  0.097  -3.692  -0.2765
H  -3.680  -2.825  -2.571  0.2150
H  -2.605  -2.061  -0.510  0.2040
H  -1.301  1.491  -2.526  0.2061
H  -2.331  0.691  -4.594  0.2168
C  -4.329  1.992  -0.476  -0.2595
O  -4.199  0.738  0.169  -0.5290
C  -4.376  0.732  1.541  0.5534
C  -4.283  -0.640  2.136  -0.7044
H  -4.839  1.816  -1.427  0.1803
H  -3.341  2.426  -0.651  0.2070
H  -4.909  2.681  0.141  0.1831
H  -4.924  -1.328  1.589  0.2164
H  -4.588  -0.589  3.179  0.2207
H  -3.249  -1.002  2.100  0.2280

Cartesian forces, eV/Å:
Pt 1.3 -0.8 -1.3
O 0.3 0.2 0.1
C -0.2 -0.3 -0.2
C 0.0 0.0 0.0
C 0.2 0.1 0.0
C 0.0 -0.2 -0.2
N 0.1 0.4 0.4
C -0.3 -0.1 0.0
C 0.2 -0.1 -0.1
C -0.1 -0.1 -0.2
C 0.0 0.1 0.1
C -0.1 -0.1 -0.1
C -0.1 0.2 0.1
O 0.3 -0.3 0.0
C 0.0 0.0 0.0
C 0.3 0.4 0.6
N -0.6 -0.2 -0.2
H -0.1 0.0 0.1
H -0.1 0.1 -0.1
H 0.0 -0.1 0.2
H -0.1 -0.1 -0.1
H -0.1 0.0 -0.1
H 0.1 0.1 0.0
H 0.1 0.0 0.0
H 0.0 0.1 -0.2
H -0.1 0.0 0.1
H 0.0 0.1 0.0
H -0.1 0.1 0.1
H 0.3 0.0 0.0
O -0.2 -0.1 -0.1
S -1.3 1.5 1.5
O 0.9 0.6 0.3
O 0.4 -0.2 -0.5
O 0.0 -0.1 -0.3
Cl -0.3 -1.1 0.5
C 0.1 0.5 -0.1
Cl 0.2 -0.3 0.0
H 0.1 0.2 0.1
H 0.0 0.1 -0.2
Br 0.0 0.1 0.2
C -0.2 -0.1 -0.4
C 0.0 -0.1 0.0
C 0.2 0.1 0.1
C -0.4 0.4 0.0
C 0.0 0.0 0.3
C 0.0 0.0 -0.1
H 0.0 -0.1 0.0
H 0.0 0.0 0.1
H 0.1 0.0 0.0
H 0.0 0.0 0.0
C 0.0 0.3 -0.2
O -0.3 -0.2 1.1
C -0.4 -1.0 -1.1
C 0.0 0.3 -0.1
H 0.1 0.0 0.1
H -0.2 -0.1 0.0
H 0.0 0.0 -0.1
H -0.1 0.0 0.0
H 0.0 -0.1 0.0
H -0.1 -0.1 0.0


No. 3
Entry from the OMol25 dataset: C22H24Cl4F4N6O4PRu as an isolated structure at a distorted geometry (the ωB97M-V functional and the def2-TZVPD basis).

Calculated values
E_LUMO (spin up / spin down) (eV): -1.765 / -1.155
Highest occupied orbital energy (spin up / spin down) (eV): -6.839 / -6.808
Relative energy (zero: lowest compared OMol25 entry of this formula, charge and spin) (kcal/mol): 11.6
Electronic energy (Ha): -4158.4318
Multiplicity: 2
Charge: 0
HOMO-LUMO gap (spin up / spin down) (eV): 5.07 / 5.65

Last column: natural (NBO) charge in e.
Cartesian coordinates (Å):
Ru  0.405  0.580  -0.018  1.1287
C  3.040  0.689  -1.715  -0.4134
N  2.642  -0.209  -0.636  -0.3949
C  3.654  -0.189  0.413  -0.4284
C  2.368  -1.561  -1.122  -0.2084
C  1.547  -2.410  -0.141  -0.2388
N  0.393  -1.681  0.315  -0.5897
C  -0.518  -2.233  1.107  0.1633
C  -1.416  -1.390  1.827  0.2531
F  -1.301  -0.038  1.668  -0.3179
C  -2.349  -1.858  2.722  0.3687
F  -3.119  -0.978  3.383  -0.3024
C  -2.512  -3.215  2.954  -0.3897
C  -1.695  -4.075  2.240  0.3568
F  -1.862  -5.401  2.402  -0.3100
C  -0.737  -3.623  1.353  0.2240
F  -0.017  -4.562  0.682  -0.3273
H  2.356  0.592  -2.561  0.1994
H  4.063  0.472  -2.054  0.1884
H  2.994  1.717  -1.350  0.2316
H  4.616  -0.570  0.037  0.1833
H  3.330  -0.790  1.260  0.2368
H  3.790  0.839  0.751  0.2288
H  3.305  -2.095  -1.351  0.1972
H  1.784  -1.464  -2.045  0.1931
H  2.167  -2.675  0.727  0.1880
H  1.280  -3.340  -0.661  0.2147
H  -3.241  -3.585  3.652  0.2466
Cl  -4.155  6.044  -0.057  0.0331
C  -3.475  4.480  -0.299  -0.0788
C  -4.328  3.395  -0.514  -0.1393
Cl  -6.036  3.611  -0.576  0.0239
C  -3.780  2.131  -0.704  -0.1288
Cl  -4.799  0.783  -1.084  -0.0022
C  -2.410  1.910  -0.627  0.2006
O  -1.893  0.737  -0.846  -0.8163
C  -1.500  3.035  -0.451  0.3550
O  -0.258  2.819  -0.537  -0.7298
C  -2.096  4.313  -0.300  -0.1859
Cl  -1.051  5.666  -0.115  0.0263
O  1.292  0.106  2.398  -0.4558
N  1.478  1.307  2.590  0.3848
O  1.420  2.085  1.641  -0.4257
C  -1.350  0.876  -5.722  -0.0494
N  -2.259  1.369  -4.608  -0.3901
C  -3.268  0.257  -4.280  -0.0678
N  -2.625  -0.974  -4.044  -0.4454
C  -1.765  -1.357  -5.141  -0.0635
N  -0.741  -0.351  -5.378  -0.4464
C  0.169  -0.230  -4.243  -0.5677
P  -0.645  0.280  -2.550  0.9669
C  -1.470  1.744  -3.418  -0.5571
C  -1.959  -1.033  -2.760  -0.5323
H  -0.587  1.643  -5.895  0.2186
H  -1.966  0.748  -6.620  0.2142
H  -2.781  2.186  -4.935  0.4310
H  -3.934  0.176  -5.146  0.2098
H  -3.828  0.565  -3.389  0.2596
H  -2.367  -1.466  -6.051  0.2019
H  -1.286  -2.308  -4.905  0.2172
H  0.947  0.489  -4.519  0.2127
H  0.651  -1.202  -4.109  0.2182
H  -0.673  2.435  -3.718  0.2384
H  -2.124  2.276  -2.724  0.2816
H  -2.698  -0.942  -1.966  0.2795
H  -1.469  -2.002  -2.659  0.2275

Cartesian forces, eV/Å:
Ru 0.9 -1.9 -1.7
C 0.2 0.3 -0.3
N -1.7 0.9 0.4
C 0.1 0.0 0.5
C -0.5 -0.6 0.1
C 0.6 0.2 0.0
N 0.5 3.2 -1.9
C -1.5 -0.4 1.4
C 0.3 0.0 -0.1
F -0.4 -0.6 0.4
C -0.1 -0.2 0.0
F 0.2 -0.1 -0.1
C 0.3 0.1 -0.3
C -0.3 0.2 0.2
F 0.2 0.1 -0.1
C 0.2 0.4 -0.2
F -0.1 0.2 0.1
H 0.1 0.0 0.1
H -0.1 0.0 0.0
H 0.1 -0.1 -0.1
H -0.2 0.0 -0.1
H 0.0 0.1 -0.1
H 0.0 -0.1 0.0
H -0.1 0.2 0.0
H 0.2 0.0 0.1
H 0.1 -0.2 -0.1
H 0.1 0.2 0.1
H -0.1 -0.1 0.1
Cl 0.0 0.1 0.0
C -0.6 -0.4 -0.1
C 0.1 0.6 0.0
Cl -0.2 0.1 0.0
C 0.4 0.0 0.2
Cl -0.1 -0.2 0.1
C -0.3 1.8 0.4
O 0.9 -0.9 0.6
C -2.8 -0.2 -0.1
O 2.7 -1.5 0.2
C 0.6 -0.7 0.0
Cl 0.2 0.1 0.0
O -0.6 0.7 -0.9
N 0.9 0.0 1.7
O -0.9 -1.2 -1.3
C 0.1 0.1 -0.5
N -0.1 -0.2 -0.3
C -0.6 0.0 0.0
N 0.0 -0.3 -0.2
C -0.1 -0.1 -0.2
N -0.1 -0.1 -0.2
C 0.6 0.0 0.8
P -0.4 0.0 -0.5
C 0.7 0.3 1.1
C 0.2 -0.1 0.8
H -0.2 0.0 0.1
H 0.0 0.1 0.2
H 0.1 -0.1 0.1
H 0.1 0.1 0.0
H 0.1 0.1 -0.3
H 0.1 0.0 0.1
H -0.1 0.1 -0.1
H 0.1 0.0 0.1
H 0.1 0.0 0.0
H -0.2 -0.1 0.0
H 0.0 0.0 -0.1
H 0.2 0.0 0.0
H 0.0 -0.1 0.0